Formula: C8H10CaN2
Source: OMol25
Level of theory: ωB97M-V/def2-TZVPD

The calculation puts the largest force on an atom at 2.99 eV Å⁻¹. Its total charge is -2. The HOMO-LUMO gap (alpha / beta) is 3.85 / 3.86 eV. The value obtained for the HOMO energy (alpha / beta) is 2.026 / 2.005 eV.

Positions of all 21 atoms, in Å:
C1 -1.281 -0.632 -1.577
C2 -1.814 0.578 -1.081
C3 -2.366 0.322 0.203
C4 -2.163 -1.052 0.490
C5 -1.504 -1.637 -0.615
Ca1 0.209 0.059 0.572
N1 1.840 -1.233 -0.206
C6 2.268 1.377 -0.140
C7 1.169 2.199 -0.160
H1 -2.687 1.086 0.926
H2 -1.659 1.568 -1.526
H3 -2.391 -1.558 1.439
H4 -1.170 -2.682 -0.690
H5 -0.712 -0.754 -2.507
H6 0.619 2.379 -1.080
H7 2.716 0.980 -1.048
H8 2.608 -1.879 -0.389
H9 0.685 2.519 0.783
H10 2.761 1.086 0.805
N2 1.723 -1.605 3.346
C8 1.149 -1.121 2.454

=====

Formula: C18H42N2O4
Source: OMol25
Level of theory: ωB97M-V/def2-TZVPD

As for the structure (SMILES): CC1(C)CCCC(C)(C)N1O.CC1(C)CCCC(C)(C)N1O.O.O. The calculation puts the largest force on an atom at 3.17 eV Å⁻¹. Its total charge is 0. The HOMO-LUMO gap is 9.06 eV. The value obtained for the HOMO energy is -8.524 eV.

Positions of all 66 atoms, in Å:
C1 1.738 -1.789 -4.496
C2 0.617 -0.988 -3.865
C3 -0.719 -1.510 -4.326
C4 0.593 -1.301 -2.350
C5 1.690 -0.500 -1.582
C6 1.534 0.917 -1.880
C7 1.587 1.359 -3.353
C8 1.156 2.851 -3.353
C9 3.036 1.302 -3.825
N1 0.663 0.425 -4.094
O1 0.479 0.864 -5.422
H1 1.783 -1.509 -5.549
H2 2.689 -1.716 -3.968
H3 1.499 -2.851 -4.563
H4 -0.684 -1.578 -5.413
H5 -0.892 -2.492 -3.885
H6 -1.460 -0.806 -3.949
H7 -0.380 -1.028 -1.940
H8 0.819 -2.358 -2.208
H9 1.719 -0.476 -0.493
H10 2.694 -0.868 -1.791
H11 2.348 1.408 -1.347
H12 0.590 1.164 -1.396
H13 1.944 3.427 -2.869
H14 0.171 3.022 -2.918
H15 1.096 3.200 -4.384
H16 3.084 1.502 -4.895
H17 3.472 0.304 -3.779
H18 3.691 2.016 -3.325
H19 1.311 0.697 -5.871
C10 -1.020 2.089 1.827
C11 -1.838 1.079 2.648
C12 -2.551 1.687 3.861
C13 -2.879 0.585 1.640
C14 -3.750 -0.616 2.053
C15 -2.665 -1.789 2.340
C16 -1.551 -1.401 3.378
C17 -2.221 -1.540 4.801
C18 -0.408 -2.459 3.137
N2 -0.996 -0.050 3.024
O2 0.081 0.302 3.786
H20 -0.208 2.523 2.410
H21 -0.574 1.589 0.968
H22 -1.626 2.823 1.296
H23 -3.007 2.624 3.541
H24 -3.308 1.151 4.434
H25 -1.848 2.058 4.606
H26 -3.488 1.488 1.598
H27 -2.417 0.322 0.688
H28 -4.373 -0.401 2.921
H29 -4.291 -0.842 1.134
H30 -2.149 -2.048 1.415
H31 -3.209 -2.686 2.634
H32 -1.697 -1.089 5.644
H33 -2.554 -2.556 5.013
H34 -3.222 -1.121 4.698
H35 0.477 -2.311 3.755
H36 0.029 -2.541 2.142
H37 -0.799 -3.459 3.328
H38 -0.301 0.226 4.664
O3 4.876 0.519 3.106
H39 4.025 0.426 2.678
H40 5.477 0.016 2.556
O4 2.370 0.817 1.976
H41 2.266 1.061 1.056
H42 1.482 0.837 2.332

=====

Formula: C26H21Cl3N7O2RbSSi
Source: OMol25
Level of theory: ωB97M-V/def2-TZVPD

The calculation puts the largest force on an atom at 1.43 eV Å⁻¹. Its total charge is -2. The HOMO-LUMO gap is 5.32 eV. The value obtained for the HOMO energy is -1.731 eV.

Positions of all 62 atoms, in Å:
Rb1 0.891 -0.119 -0.688
N1 3.665 -2.696 2.837
C1 2.578 -1.915 2.442
S1 1.210 -2.709 1.782
N2 2.694 -0.648 2.729
N3 1.703 0.150 2.230
C2 1.102 0.921 3.055
C3 1.272 0.841 4.532
C4 1.121 -0.386 5.179
C5 1.264 -0.471 6.554
C6 1.566 0.662 7.301
C7 1.719 1.885 6.664
C8 1.568 1.972 5.287
C9 0.107 1.873 2.491
C10 -0.973 2.317 3.257
C11 -1.904 3.165 2.683
C12 -1.734 3.560 1.366
C13 -0.630 3.074 0.680
N4 0.269 2.257 1.220
H1 3.694 -3.578 2.352
H2 4.539 -2.190 2.848
H3 0.894 -1.266 4.587
H4 1.147 -1.429 7.045
H5 1.683 0.590 8.376
H6 1.959 2.772 7.239
H7 1.686 2.927 4.787
H8 -1.081 1.981 4.279
H9 -2.758 3.504 3.257
H10 -2.439 4.216 0.873
H11 -0.454 3.333 -0.361
O1 1.393 -4.730 -6.685
C14 1.160 -4.214 -5.577
O2 1.036 -4.724 -4.452
C15 0.886 -2.679 -5.629
C16 1.161 -1.928 -6.706
C17 0.988 -0.495 -6.998
C18 0.047 0.347 -6.632
C19 -1.004 1.128 -6.514
C20 -1.399 2.245 -5.647
C21 -2.287 2.376 -2.898
C22 0.357 2.387 -2.838
C23 0.002 -1.723 -3.460
N5 0.450 -2.100 -4.460
H12 1.603 -2.518 -7.503
H13 1.702 -0.123 -7.734
H14 -1.734 0.988 -7.314
H15 -2.995 2.828 -3.584
H16 -1.921 3.043 -2.114
H17 0.308 3.466 -2.675
N6 -2.050 -2.209 -0.460
C24 -2.477 -3.336 0.136
C25 -2.628 -3.043 1.473
C26 -2.235 -1.697 1.583
N7 -1.890 -1.201 0.407
H18 -1.784 -2.071 -1.427
H19 -2.621 -4.245 -0.423
H20 -2.931 -3.713 2.258
H21 -2.148 -1.086 2.467
Cl1 1.944 1.838 -3.360
Si1 -2.293 0.576 -2.540
Cl2 -0.843 1.929 -4.096
Cl3 -4.155 0.088 -3.481

=====

Formula: C14H32LuN6O6S
Source: OMol25
Level of theory: ωB97M-V/def2-TZVPD

The calculation puts the largest force on an atom at 3.81 eV Å⁻¹. Its total charge is +1. The HOMO-LUMO gap (alpha / beta) is 6.17 / 7.06 eV. The value obtained for the HOMO energy (alpha / beta) is -11.246 / -11.240 eV.

Positions of all 60 atoms, in Å:
O1 -1.873 -0.259 -3.276
H1 -2.217 0.656 -3.809
Lu1 -0.815 -1.415 -0.960
N1 -2.509 -1.644 1.760
N2 -1.789 0.537 -0.017
N3 0.745 -2.455 -2.324
N4 0.913 -0.050 -1.931
O2 -1.385 -1.722 1.139
O3 0.481 -3.809 -2.579
O4 0.948 1.317 -1.718
O5 -1.370 1.615 -0.650
C1 -2.690 0.713 0.974
C2 -3.084 -0.432 1.750
C3 1.918 -1.974 -2.730
C4 2.016 -0.554 -2.508
C5 -4.225 -0.331 2.723
H2 -5.116 0.126 2.270
H3 -3.956 0.257 3.616
H4 -4.487 -1.344 3.057
C6 -3.352 2.017 1.248
H5 -2.941 2.799 0.604
H6 -3.207 2.303 2.297
H7 -4.435 1.946 1.074
C7 3.040 -2.798 -3.241
C8 3.254 0.231 -2.772
H8 2.699 -3.815 -3.445
H9 3.862 -2.823 -2.513
H10 3.439 -2.351 -4.158
H11 3.007 1.257 -3.066
H12 3.845 -0.234 -3.570
H13 3.890 0.273 -1.873
H14 -0.477 -3.871 -2.288
H15 -0.003 1.487 -1.341
C9 -2.504 1.079 -4.957
H16 -3.100 0.314 -5.457
H17 -1.561 1.227 -5.485
H18 -3.056 2.016 -4.873
O6 -1.834 -2.946 -1.541
H19 -2.293 -1.021 -3.727
H20 -2.596 -3.541 -1.485
C10 1.631 -0.552 5.308
C11 2.065 -0.078 3.930
N5 1.039 -0.406 2.916
C12 1.363 -0.240 1.595
S1 1.531 -1.583 0.540
N6 1.599 0.995 1.140
C13 1.113 2.212 1.811
C14 2.124 3.338 1.669
H21 0.670 -0.119 5.603
H22 2.387 -0.237 6.035
H23 1.564 -1.647 5.346
H24 2.212 1.010 3.917
H25 3.018 -0.562 3.656
H26 0.633 -1.332 3.074
H27 1.682 1.076 0.111
H28 0.153 2.502 1.358
H29 0.921 1.959 2.856
H30 2.160 3.709 0.639
H31 1.822 4.163 2.322
H32 3.131 3.013 1.956

=====

Formula: CHI3O
Source: OMol25
Level of theory: ωB97M-V/def2-TZVPD

The calculation puts the largest force on an atom at 5.50 eV Å⁻¹. Its total charge is 0. The HOMO-LUMO gap is 7.66 eV. The value obtained for the HOMO energy is -9.381 eV.

Positions of all 6 atoms, in Å:
C1 0.488 2.058 -0.059
O1 0.661 2.544 0.994
I1 -0.853 -0.306 0.600
I2 3.181 0.431 -0.374
I3 5.456 -0.676 0.423
H1 -0.456 0.006 -0.824

=====

Formula: C12H27N3O15
Source: OMol25
Level of theory: ωB97M-V/def2-TZVPD

The spin multiplicity is 2. The calculation puts the largest force on an atom at 4.76 eV Å⁻¹. Its total charge is -1. The HOMO-LUMO gap (alpha / beta) is 2.64 / 6.13 eV. Its expectation value of S² is 0.75. The value obtained for the HOMO energy (alpha / beta) is -0.883 / -4.376 eV.

Positions of all 57 atoms, in Å:
C1 3.310 -4.904 -2.047
N1 2.279 -5.974 -1.738
O1 1.110 -5.628 -1.731
O2 2.601 -7.106 -1.649
H1 3.084 -4.585 -3.065
H2 4.316 -5.304 -1.928
H3 2.990 -4.134 -1.344
C2 0.900 4.826 -2.766
N2 0.043 6.020 -2.479
O3 -0.485 6.199 -1.388
O4 -0.163 6.765 -3.427
H4 1.769 5.184 -3.318
H5 0.245 4.108 -3.259
H6 1.147 4.413 -1.788
C3 4.333 4.137 1.470
N3 3.314 3.104 1.208
O5 3.456 1.884 1.478
O6 2.339 3.526 0.586
H7 5.284 3.647 1.679
H8 3.896 4.766 2.246
H9 4.448 4.718 0.555
C4 -1.487 4.300 1.326
O7 -0.819 4.400 2.589
C5 0.013 3.388 2.972
O8 0.135 2.319 2.390
O9 0.438 3.657 4.224
C6 1.065 2.651 5.015
H10 -1.794 3.262 1.204
H11 -0.736 4.544 0.574
H12 -2.273 5.056 1.297
H13 1.894 2.251 4.432
H14 0.427 1.842 5.372
H15 1.559 3.033 5.908
C7 0.070 1.511 -0.502
O10 0.360 0.991 -1.777
C8 0.362 -0.254 -2.092
O11 0.673 -0.535 -3.240
O12 0.005 -1.122 -1.119
C9 -0.214 -2.500 -1.537
H16 0.374 2.550 -0.380
H17 0.740 1.012 0.199
H18 -0.967 1.276 -0.261
H19 -0.668 -3.116 -0.761
H20 0.716 -3.033 -1.738
H21 -0.657 -2.546 -2.532
C10 -2.382 -5.717 -1.390
O13 -2.924 -5.175 -0.238
C11 -4.267 -5.126 -0.062
O14 -5.141 -5.527 -0.793
O15 -4.395 -4.539 1.202
C12 -5.646 -4.316 1.754
H22 -1.304 -5.608 -1.268
H23 -2.717 -5.097 -2.222
H24 -2.570 -6.769 -1.601
H25 -5.994 -3.367 1.347
H26 -5.648 -4.331 2.844
H27 -6.446 -5.034 1.571